(1)
Formula: C3H6N2O
Source: the Open Molecules 2025 dataset
Level of theory: ωB97M-V with the def2-TZVPD basis set

Each line ends with the Mulliken charge.
Geometry (Å):
C (1.1620, 0.9739, 0.5617)  -1.017
C (-0.7675, -0.7977, -0.5369)  0.791
C (-1.0421, -0.1874, 0.6451)  -0.985
O (-1.6107, -0.8180, -1.5916)  -0.496
N (0.5244, -1.2513, -0.7312)  -0.110
N (1.5245, -0.7414, -0.3218)  -0.277
H (-1.1072, -0.8997, -2.4147)  0.345
H (1.7759, 1.5175, -0.1538)  0.339
H (1.7247, 0.6994, 1.4515)  0.352
H (0.3587, 1.6769, 0.7803)  0.379
H (-0.5535, -0.4924, 1.5536)  0.371
H (-1.9890, 0.3201, 0.7579)  0.308

E_HOMO ... -0.3187 Eh
ΔE to the lowest compared entry with this formula, charge and spin ... 518.6 kJ/mol
LUMO level ... 0.183 eV
HOMO-LUMO gap ... 8.856 eV



(2)
Formula: C3H6N2O
Source: the Open Molecules 2025 dataset
Level of theory: ωB97M-V with the def2-TZVPD basis set

Each line ends with the Mulliken charge.
Geometry (Å):
H (-0.9517, -2.9094, 0.4144)  0.300
N (-1.1540, -2.1826, -0.2746)  -0.528
C (-0.4240, -1.1909, -0.2202)  0.124
C (-0.0924, 0.1898, -0.5255)  0.531
C (-0.6122, 1.2594, 0.4041)  -1.024
N (1.1762, -0.3789, -0.4833)  -0.472
O (2.0522, 0.4071, 0.3371)  -0.387
H (-0.7307, -0.0887, -1.4655)  0.162
H (-1.7005, 1.2378, 0.4293)  0.333
H (-0.1906, 2.2158, 0.1012)  0.266
H (-0.2626, 1.0840, 1.4201)  0.353
H (2.8902, 0.3566, -0.1370)  0.342

E_HOMO (spin up / spin down) ... -0.2674 / -0.2677 Eh
ΔE to the lowest compared entry with this formula, charge and spin ... 718.8 kJ/mol
LUMO level (spin up / spin down) ... 0.443 / 0.443 eV
HOMO-LUMO gap (spin up / spin down) ... 7.719 / 7.728 eV



(3)
Formula: C3H6N2O
Source: the Open Molecules 2025 dataset
Level of theory: ωB97M-V with the def2-TZVPD basis set

Each line ends with the Mulliken charge.
Geometry (Å):
H (-0.4673, -1.5432, -1.1730)  0.248
N (-1.2344, -0.9774, -0.8035)  -0.691
C (-0.7721, 0.0412, -0.1820)  0.424
C (-1.7705, 1.0167, 0.3893)  0.110
O (-1.4288, 2.0439, 0.9290)  -0.514
N (0.5198, 0.3937, 0.0587)  -0.180
C (1.6107, -0.5486, -0.0175)  -1.012
H (-2.8277, 0.7129, 0.2891)  0.365
H (0.6315, 1.2394, 0.5980)  0.288
H (1.3912, -1.4664, 0.5472)  0.334
H (2.4978, -0.0836, 0.4156)  0.339
H (1.8497, -0.8286, -1.0509)  0.290

E_HOMO ... -0.3476 Eh
ΔE to the lowest compared entry with this formula, charge and spin ... 121.0 kJ/mol
LUMO level ... 0.289 eV
HOMO-LUMO gap ... 9.747 eV



(4)
Formula: C3H6N2O
Source: the Open Molecules 2025 dataset
Level of theory: ωB97M-V with the def2-TZVPD basis set

Each line ends with the Mulliken charge.
Geometry (Å):
O (2.9569, -0.3528, -0.0911)  -0.639
C (1.7509, -0.1922, -0.1519)  0.129
N (1.0419, 0.9960, -0.2152)  -0.037
C (-0.3298, 0.7643, -0.2484)  -0.256
C (-0.5064, -0.5701, -0.2222)  -0.319
N (0.7548, -1.1537, -0.1716)  -0.052
H (1.5039, 1.8886, -0.2469)  0.184
H (-1.0492, 1.5686, -0.2746)  0.384
H (-1.4081, -1.1591, -0.2662)  0.405
H (0.9556, -2.1310, -0.0465)  0.194
H (-3.1090, 0.2809, 0.7421)  0.063
H (-2.5615, 0.0604, 1.1926)  -0.055

E_HOMO ... -0.2991 Eh
ΔE to the lowest compared entry with this formula, charge and spin ... 116.2 kJ/mol
LUMO level ... 0.941 eV
HOMO-LUMO gap ... 9.079 eV



Q: Among the records above, which one has the highest ΔE to the lowest compared entry with this formula, charge and spin?
A: number 2